Computed, not measured: a 2-piece molecular cluster, CH3IO2P overall in a non-equilibrium geometry, with the ωB97M-V functional and the def2-TZVPD basis.

Positions of all 8 atoms, in Å:
C1 -1.83435 1.06127 0.02248
O1 1.82230 -1.78490 -1.41384
O2 1.79611 -1.95991 1.22553
P1 1.45936 -1.27351 -0.06296
I1 2.27098 1.11729 0.09619
H1 -2.90286 0.56069 0.17138
H2 -1.34760 1.47265 0.81811
H3 -1.26395 0.80642 -0.85689

Cartesian forces, eV/Å:
-3.54 -2.39 -1.62
0.02 0.05 0.09
-0.07 0.28 -0.50
-0.35 -1.17 0.37
0.34 0.88 0.06
2.58 1.26 -0.35
1.10 1.05 2.02
-0.09 0.02 -0.06

Calculated values
LUMO level (spin up / spin down) (eV): 2.9 / 2.9
Net charge: -1
Spin multiplicity: 1
Gap between HOMO and LUMO (spin up / spin down) (eV): 8.1145 / 6.2143
ΔE to the lowest compared entry with this formula, charge and spin (eV): 3.3794

***

Computed, not measured: one molecule with the formula C2HBrCl2OS in a non-equilibrium geometry, with the ωB97M-V functional and the def2-TZVPD basis.

Positions of all 8 atoms, in Å:
C1 -0.71211 -0.23377 0.18344
C2 -2.02388 0.79165 0.08254
O1 0.48100 -2.43678 0.76295
S1 -0.90423 -1.94470 0.61828
Cl1 -1.91552 2.35596 -0.51084
Cl2 -1.50954 -2.75246 -1.15482
Br1 -3.61062 -0.11665 0.30811
H1 0.26111 0.34712 0.16195

Cartesian forces, eV/Å:
-4.58 6.11 -0.61
6.18 -5.96 0.27
-0.86 0.46 0.25
1.60 0.40 0.80
-0.07 -0.02 0.29
-0.46 -0.08 -0.87
-0.72 0.44 -0.04
-1.08 -1.35 -0.09

Calculated values
LUMO level (spin up / spin down) (eV): -1.5 / -1.4
Net charge: 0
Spin multiplicity: 1
Gap between HOMO and LUMO (spin up / spin down) (eV): 7.7506 / 7.7859
ΔE to the lowest compared entry with this formula, charge and spin (eV): 0.5382

***

Computed, not measured: one molecule with the formula C19H25N5O in a non-equilibrium geometry, with the ωB97M-V functional and the def2-TZVPD basis.

Positions of all 50 atoms, in Å:
H1 -4.12737 0.94758 4.18100
N1 -3.16472 0.73364 4.38102
C1 -2.70153 -0.40062 3.94342
C2 -3.66966 -1.34597 3.33095
C3 -4.96113 -1.54226 3.83164
O1 -5.37446 -0.88822 4.96933
C4 -3.23533 -2.07901 2.12216
C5 -3.69182 -3.36942 1.88597
C6 -3.26563 -4.03023 0.74626
C7 -2.37091 -3.45987 -0.19077
N2 -1.95816 -4.17826 -1.21198
C8 -1.10929 -3.58901 -2.06006
N3 -0.65525 -2.30264 -1.93310
C9 -1.08825 -1.60877 -0.88239
N4 -0.55275 -0.31309 -0.69513
C10 0.61377 0.23373 -1.40934
C11 1.78256 0.16329 -0.46152
C12 3.04042 0.85410 -0.92403
C13 2.69305 2.30326 -1.25684
N5 3.90719 3.06380 -1.72694
C14 4.85003 3.43491 -0.65511
C15 4.62831 2.65623 -2.95200
C16 1.56161 2.33960 -2.31494
C17 0.30945 1.70875 -1.72072
C18 -1.94768 -2.16604 0.07104
C19 -2.33205 -1.49031 1.23584
H2 -1.63348 -0.62227 3.90883
H3 -5.60447 -2.15457 3.23916
H4 -4.63889 -0.38512 5.36844
H5 -4.43124 -3.83105 2.53577
H6 -3.66264 -5.04379 0.57189
H7 -0.73484 -4.13988 -2.90545
H8 -0.85664 0.23187 0.12667
H9 0.78744 -0.34104 -2.31346
H10 2.03080 -0.87683 -0.35340
H11 1.44576 0.55332 0.47926
H12 3.44765 0.29971 -1.78790
H13 3.80768 0.81930 -0.13988
H14 2.29174 2.80748 -0.35506
H15 5.41761 4.32019 -0.95337
H16 5.54314 2.60291 -0.47094
H17 4.31391 3.64327 0.25095
H18 5.13434 1.69785 -2.84894
H19 5.37222 3.42850 -3.21689
H20 3.94993 2.54590 -3.81488
H21 1.38806 3.40068 -2.57052
H22 1.87465 1.83920 -3.23752
H23 0.03738 2.25516 -0.81655
H24 -0.49929 1.78557 -2.44114
H25 -1.96120 -0.51153 1.44118

Cartesian forces, eV/Å:
-0.46 -0.51 -0.25
2.92 -0.53 0.10
-3.03 1.64 -0.19
-1.48 -0.89 0.34
4.08 2.27 0.27
-0.73 -1.04 -0.85
0.79 1.32 0.38
0.02 -0.95 -1.71
-1.07 -0.88 0.81
-1.07 0.14 1.88
1.59 -0.86 -3.07
-0.97 1.10 1.95
-0.39 -0.58 0.08
2.51 1.98 -0.83
-1.13 -1.48 -0.14
-1.23 0.87 0.74
0.64 -0.89 -0.40
-0.12 0.34 0.06
1.46 0.13 -1.55
-0.41 0.81 0.20
-0.30 -0.83 -1.23
-0.96 0.20 0.35
0.56 0.99 0.54
0.62 -0.49 -0.96
-0.10 0.64 0.55
-1.15 -1.00 0.62
-0.14 0.08 0.45
-0.96 -0.21 0.52
-0.17 -0.47 -0.33
0.35 -0.03 0.00
0.44 0.55 -0.13
0.00 -0.19 -0.11
0.33 -0.73 -0.97
-0.13 -0.03 -0.08
-0.09 -0.69 0.52
-0.05 0.24 0.74
-0.11 0.45 0.08
-0.14 -0.04 -0.09
0.45 -0.10 -0.32
0.00 -0.10 0.04
0.24 0.12 0.24
-0.29 0.17 0.45
0.36 -0.27 0.12
-0.34 -0.31 0.24
0.10 0.20 0.41
0.02 -0.40 0.04
-0.08 -0.10 0.14
-0.13 -0.09 0.15
-0.31 -0.04 0.06
0.05 0.50 0.15

Calculated values
LUMO level (eV): 0.0
Net charge: 0
Spin multiplicity: 1
Gap between HOMO and LUMO (eV): 7.9890
ΔE to the lowest compared entry with this formula, charge and spin (eV): 1.7929
SMILES string: [H]/N=C\C(=C/O)c1ccc2ncnc(N[C@H]3CC[C@H](N(C)C)CC3)c2c1

***

Computed, not measured: C2H8Br2OSi2 as an isolated structure in a non-equilibrium geometry, with the ωB97M-V functional and the def2-TZVPD basis.

Positions of all 15 atoms, in Å:
C1 -1.41633 -2.19540 -0.84723
C2 1.67630 1.67798 1.24373
O1 -0.20419 0.91443 -0.98206
Si1 -1.60117 -0.63200 0.17887
Si2 1.28073 1.11934 -0.49473
Br1 -3.37079 0.36427 -0.47432
Br2 1.96179 -1.13992 -0.27729
H1 -2.42932 -2.50244 -1.13104
H2 -0.79796 -1.88728 -1.81520
H3 -0.88947 -3.03701 -0.27567
H4 1.22851 2.72359 1.52309
H5 1.07723 0.99279 1.91749
H6 2.83391 1.86555 1.35359
H7 -1.37255 -0.14311 1.52005
H8 2.02331 1.87922 -1.43928

Cartesian forces, eV/Å:
1.76 -0.21 -0.23
-0.19 2.21 0.80
-2.60 -1.74 1.44
2.29 1.87 -2.94
0.07 -1.08 1.24
-0.99 0.39 -0.16
0.18 0.48 -0.12
0.24 0.02 0.02
-1.25 -0.64 2.19
-0.63 1.22 -1.01
0.65 -1.63 -0.89
1.58 0.44 -0.27
-2.27 -1.11 0.29
0.39 -0.52 0.47
0.78 0.31 -0.83

Calculated values
LUMO level (eV): -0.3
Net charge: 0
Spin multiplicity: 1
Gap between HOMO and LUMO (eV): 9.3771
ΔE to the lowest compared entry with this formula, charge and spin (eV): 1.8928

***

Computed, not measured: a 2-piece molecular cluster, C2H4INS overall in a non-equilibrium geometry, with the ωB97M-V functional and the def2-TZVPD basis.

Positions of all 9 atoms, in Å:
C1 -0.09856 0.41473 -0.06085
N1 1.12602 -0.40050 -0.01644
C2 1.64730 -1.46941 -0.12059
S1 2.09561 -2.98916 0.14545
H1 0.15462 1.39002 0.32376
H2 -0.36556 0.70703 -1.05837
H3 -0.82691 -0.03224 0.57932
I1 4.39518 0.30532 0.01835
H4 3.03293 -0.01574 -0.85929

Cartesian forces, eV/Å:
2.13 0.39 0.25
-0.26 -0.27 -0.99
-2.07 -0.70 1.66
0.30 1.01 -0.73
0.21 0.23 0.72
-0.52 -0.86 -0.70
-0.75 -0.35 -0.07
-0.17 0.08 -0.50
1.15 0.46 0.36

Calculated values
LUMO level (eV): 0.5
Net charge: 0
Spin multiplicity: 1
Gap between HOMO and LUMO (eV): 9.6963
ΔE to the lowest compared entry with this formula, charge and spin (eV): 0.7895
SMILES string: CN=C=S.I

***

Computed, not measured: a 7-piece molecular cluster, C28H41F15O16 overall in a non-equilibrium geometry, with the ωB97M-V functional and the def2-TZVPD basis.

Positions of all 100 atoms, in Å:
C1 3.31096 0.77094 -5.27668
C2 4.08753 -0.52907 -5.03152
O1 3.29667 -1.57917 -5.72000
C3 3.94213 -2.73555 -5.86219
O2 5.05110 -3.02897 -5.41768
O3 3.12551 -3.61505 -6.47575
C4 3.47971 -4.96806 -6.37390
H1 3.97947 1.52544 -4.86203
H2 2.35362 0.81825 -4.75768
H3 3.05569 0.92458 -6.32517
H4 4.26248 -0.68247 -3.96665
H5 5.03716 -0.40231 -5.55137
H6 4.53310 -5.14590 -6.15748
H7 2.99663 -5.45513 -7.22094
H8 2.95625 -5.31324 -5.48230
C5 -1.49309 3.57758 -4.51780
C6 -1.02782 5.03095 -4.52953
O4 -0.19540 5.30777 -3.40957
C7 -0.77109 5.52024 -2.22874
O5 -1.97796 5.74880 -1.99180
O6 0.15830 5.53936 -1.32379
C8 -0.10766 5.68197 0.07777
H9 -0.59859 2.96933 -4.65199
H10 -2.02556 3.07315 -5.32410
H11 -2.06863 3.37680 -3.61417
H12 -1.94587 5.61055 -4.43280
H13 -0.66142 5.35068 -5.50504
H14 -0.42491 6.72463 0.06016
H15 0.86363 5.67466 0.57238
H16 -0.88478 5.13011 0.60657
C9 1.66733 1.01091 -1.29408
C10 1.80965 2.23223 -0.21284
O7 1.65711 1.57768 1.12607
C11 1.33593 2.42471 2.14392
O8 1.32329 3.65165 2.10896
C12 0.81778 1.60593 3.34401
F1 -0.50579 1.64363 3.60952
F2 1.03267 0.27555 3.18906
F3 1.34937 1.97265 4.46610
H17 0.77335 0.40953 -1.12902
H18 2.40298 0.23390 -1.08628
H19 1.63268 1.13263 -2.37671
H20 0.99334 2.93456 -0.38157
H21 2.75397 2.66718 -0.54022
C13 -3.85690 -2.30506 -0.55494
C14 -3.23830 -1.80817 0.77351
O9 -3.57921 -0.46733 1.01148
C15 -2.65179 0.35135 1.51702
O10 -1.53627 -0.03533 1.83856
C16 -3.32052 1.79738 1.85874
F4 -3.44136 1.93060 3.21881
F5 -2.58679 2.81517 1.40548
F6 -4.59118 1.99300 1.37208
H22 -3.50651 -3.32944 -0.68131
H23 -3.58767 -1.60419 -1.34512
H24 -4.93984 -2.42520 -0.58519
H25 -2.17703 -2.04818 0.83843
H26 -3.75315 -2.24200 1.63073
C17 -3.05427 3.32070 10.85890
C18 -1.63014 3.03215 10.37834
O11 -1.79556 2.16192 9.29972
C19 -1.79496 2.59751 7.91379
O12 -2.03135 3.77691 7.65601
C20 -1.79967 1.47061 6.89541
F7 -0.60430 1.56448 6.24764
F8 -1.99706 0.24782 7.51815
F9 -2.81698 1.63045 6.06637
H27 -3.58395 2.37227 10.94844
H28 -3.54365 3.82334 10.02465
H29 -3.14897 3.83300 11.81634
H30 -0.98551 2.54723 11.11142
H31 -1.23861 3.99487 10.04973
C21 -0.53427 -2.41883 -3.44887
C22 0.36506 -3.07553 -4.56197
O13 -0.36816 -3.98518 -5.39942
C23 -0.67150 -3.68413 -6.69481
O14 -0.08870 -2.74178 -7.34773
C24 -1.73675 -4.63055 -7.37823
F10 -1.33798 -5.12466 -8.56828
F11 -2.03487 -5.73533 -6.59546
F12 -2.82386 -3.85176 -7.65812
H32 -0.05720 -1.50187 -3.10291
H33 -0.63650 -3.09981 -2.60394
H34 -1.55055 -2.19985 -3.77646
H35 1.18384 -3.66576 -4.15049
H36 0.73930 -2.20442 -5.09975
C25 1.15529 -5.02584 5.22223
C26 0.83301 -3.81692 4.35048
O15 1.99380 -3.25656 3.70783
C27 1.92951 -2.90786 2.42379
O16 0.90996 -3.00901 1.71682
C28 3.19435 -2.29317 1.86355
F13 4.17125 -2.27957 2.78292
F14 3.53617 -2.91993 0.72064
F15 2.93684 -1.06309 1.42367
H37 1.68943 -4.92036 6.16652
H38 1.86980 -5.66300 4.70108
H39 0.23735 -5.53369 5.51815
H40 0.39488 -2.97018 4.87885
H41 0.14142 -4.09112 3.55386

Cartesian forces, eV/Å:
0.14 -0.53 0.58
-1.05 0.78 -1.66
1.11 0.39 0.80
1.11 -1.58 1.02
-1.77 0.97 -0.76
0.38 1.96 -0.09
-0.71 -0.86 0.92
-0.29 0.50 -0.32
0.05 -0.15 0.29
0.52 0.06 -0.02
-0.21 -0.62 -0.15
0.07 -0.48 0.17
-0.01 0.11 -0.79
0.70 -0.14 -0.08
-0.07 -0.42 0.14
1.17 -0.94 -0.10
-3.09 0.04 -0.65
0.51 -0.28 -0.43
-3.71 1.12 0.37
2.73 -0.97 -0.87
1.60 -1.87 0.46
-0.03 2.76 -0.31
0.39 -0.29 1.07
-0.70 1.32 -0.52
0.38 -0.17 0.15
0.07 0.37 0.25
1.08 -0.09 0.54
-0.29 0.12 0.98
-0.24 -0.50 -0.13
0.13 -0.66 -0.78
-0.50 -0.57 1.82
-0.95 -2.51 -2.66
0.13 1.97 -0.24
-0.33 1.92 -1.90
0.09 -3.11 0.37
-0.29 -1.91 0.91
-0.93 0.90 -1.40
0.52 0.33 -0.35
1.41 0.76 0.74
-0.56 0.37 0.42
0.58 0.39 0.03
0.43 1.16 0.19
0.17 0.07 0.39
0.23 0.26 1.44
0.13 0.39 0.76
-1.18 -3.16 -0.27
2.27 4.54 0.60
-3.91 -1.34 -0.75
0.42 0.56 0.04
-1.85 3.39 1.68
0.71 -1.08 -2.07
0.04 -1.54 0.09
2.49 -1.64 0.25
0.46 0.19 -0.40
0.28 -0.46 -0.24
-0.07 0.45 0.53
0.12 0.48 -0.08
0.26 -0.83 -0.09
-0.07 -0.74 -0.09
-1.10 1.71 0.52
1.05 -1.62 -4.93
-2.12 3.73 4.75
1.26 -3.27 -0.21
0.36 -0.91 1.48
-1.32 -0.94 0.38
0.97 1.57 -1.32
0.33 -0.03 -0.54
0.04 -0.13 0.21
-0.13 0.44 0.35
0.17 0.27 -0.26
-0.04 0.03 -0.14
0.54 -0.15 -0.02
0.37 -1.32 -0.22
-0.60 1.51 0.42
-1.46 -0.17 -1.49
3.91 3.92 -1.52
-3.34 -4.51 2.88
-0.16 -0.59 -0.28
0.18 0.56 1.11
-0.01 2.08 -0.95
0.73 -1.13 0.93
0.03 -0.02 -0.05
0.03 0.01 0.13
0.15 0.10 -0.39
-0.09 0.20 0.04
0.29 -0.61 -0.63
0.75 -0.04 0.12
-0.60 0.14 0.06
1.20 0.19 -0.89
-3.94 -0.97 -0.18
2.54 0.41 1.46
0.54 0.13 -0.84
-0.31 0.01 -1.05
0.53 -0.75 0.93
-0.07 0.81 0.84
-0.09 1.10 0.06
-0.57 -0.42 -0.45
0.00 -0.18 -0.51
-0.08 -0.16 0.29
-0.01 -0.17 0.13

Calculated values
LUMO level (spin up / spin down) (eV): -5.5 / -10.6
Net charge: +1
Spin multiplicity: 2
Gap between HOMO and LUMO (spin up / spin down) (eV): 6.8338 / 1.7809

***

What did the fifth record say?
Computed, not measured: a 2-piece molecular cluster, C2H4INS overall in a non-equilibrium geometry, with the ωB97M-V functional and the def2-TZVPD basis.

Positions of all 9 atoms, in Å:
C1 -0.09856 0.41473 -0.06085
N1 1.12602 -0.40050 -0.01644
C2 1.64730 -1.46941 -0.12059
S1 2.09561 -2.98916 0.14545
H1 0.15462 1.39002 0.32376
H2 -0.36556 0.70703 -1.05837
H3 -0.82691 -0.03224 0.57932
I1 4.39518 0.30532 0.01835
H4 3.03293 -0.01574 -0.85929

Cartesian forces, eV/Å:
2.13 0.39 0.25
-0.26 -0.27 -0.99
-2.07 -0.70 1.66
0.30 1.01 -0.73
0.21 0.23 0.72
-0.52 -0.86 -0.70
-0.75 -0.35 -0.07
-0.17 0.08 -0.50
1.15 0.46 0.36

Calculated values
LUMO level (eV): 0.5
Net charge: 0
Spin multiplicity: 1
Gap between HOMO and LUMO (eV): 9.6963
ΔE to the lowest compared entry with this formula, charge and spin (eV): 0.7895
SMILES string: CN=C=S.I